1.
# C3H2N2O4

A cluster of 2 separate species, C3H2N2O4 in total in a non-equilibrium geometry (the ωB97M-V functional and the def2-TZVPD basis, the OMol25 dataset).

Cartesian coordinates (Å):
C -0.306 -1.210 -0.147
C -0.791 -0.981 -2.565
C 0.520 1.770 -0.445
N -0.259 -1.007 -1.493
N 1.634 1.878 -1.100
O -1.177 -0.896 -3.642
O -0.648 1.956 -0.667
O 2.653 1.305 -1.362
O 0.414 -0.655 0.626
H -1.058 -1.958 0.159
H 0.930 1.823 0.610

Frontier orbital gap (spin up / spin down) ... 8.24 / 8.24 eV
E_LUMO (spin up / spin down) ... -1.39 / -1.40 eV
HOMO energy (spin up / spin down) ... -9.639 / -9.636 eV
SMILES ... O=C=NC=O.O=CN=O
DFT total energy ... -525.8438 hartree
Spin multiplicity ... 1
ΔE to the lowest compared entry with this formula, charge and spin ... 64.6 kcal/mol
F_max ... 4.45 eV/Å

Atomic partial charges in e from the natural (NBO) method, atoms 1 to 6: number 1, C, carries 0.5572; number 2, C, carries 0.9212; number 3, C, carries 0.4191; number 4, N, carries -0.6229; number 5, N, carries 0.1365; number 6, O, carries -0.4582



2.
# C3H2N2O4S3

A cluster of 2 separate species, C3H2N2O4S3 in total in a non-equilibrium geometry (the ωB97M-V functional and the def2-TZVPD basis, the OMol25 dataset).

Cartesian coordinates (Å):
C 1.846 -2.407 0.250
C 1.149 -1.791 1.242
C 1.880 -0.483 -0.702
N 2.259 -1.751 -0.892
N -3.374 -5.494 5.668
O -3.157 -5.035 3.248
O 2.018 0.499 -1.459
O -2.535 -7.414 4.060
O -4.829 -7.002 3.365
S 1.135 -0.103 1.064
S -2.563 -4.775 4.750
S -3.441 -6.892 3.042
H 2.062 -3.416 0.263
H 0.785 -2.231 2.021

Total charge ... -2
Frontier orbital gap ... 6.16 eV
E_LUMO ... 5.12 eV
HOMO energy ... -1.038 eV
DFT total energy ... -1720.5323 hartree
Spin multiplicity ... 1
ΔE to the lowest compared entry with this formula, charge and spin ... 21.2 kcal/mol
F_max ... 5.71 eV/Å

Atomic partial charges in e from the natural (NBO) method, atoms 1 to 6: number 1, C, carries -0.0349; number 2, C, carries -0.5225; number 3, C, carries 0.5441; number 4, N, carries -0.6355; number 5, N, carries -0.8530; number 6, O, carries -1.0008



3.
# C3H2N2OS

An isolated molecule of C3H2N2OS in a non-equilibrium geometry (the ωB97M-V functional and the def2-TZVPD basis, the OMol25 dataset).

Cartesian coordinates (Å):
C 1.134 0.818 0.005
C -0.194 0.274 -0.150
C -0.552 -1.032 -0.063
H 1.415 1.864 0.532
H -0.130 -1.930 -0.101
N -1.950 -0.918 0.164
N -2.340 0.226 -0.035
O -1.186 1.114 -0.025
S 2.244 -0.273 0.007

Frontier orbital gap ... 8.01 eV
E_LUMO ... -1.40 eV
HOMO energy ... -9.405 eV
SMILES ... S=Cc1cnno1
DFT total energy ... -698.3207 hartree
Spin multiplicity ... 1
ΔE to the lowest compared entry with this formula, charge and spin ... 75.6 kcal/mol
F_max ... 6.03 eV/Å

Atomic partial charges in e from the natural (NBO) method, atoms 1 to 6: number 1, C, carries -0.3736; number 2, C, carries 0.2140; number 3, C, carries -0.1341; number 4, H, carries 0.2554; number 5, H, carries 0.2321; number 6, N, carries -0.1617



4.
# C3H2N2OS

An isolated molecule of C3H2N2OS in a non-equilibrium geometry (the ωB97M-V functional and the def2-TZVPD basis, the OMol25 dataset).

Cartesian coordinates (Å):
C 0.437 1.212 -0.035
C -0.914 0.466 -0.080
C -0.433 -0.987 -0.047
N 1.390 0.391 0.036
N 0.917 -0.881 -0.172
O -1.060 -2.002 0.002
S -2.444 0.997 -0.014
H 0.442 2.229 0.115
H 1.665 -1.424 0.195

Frontier orbital gap ... 7.36 eV
E_LUMO ... -2.04 eV
HOMO energy ... -9.404 eV
SMILES ... O=C1NN=CC1=S
DFT total energy ... -698.3940 hartree
Spin multiplicity ... 1
ΔE to the lowest compared entry with this formula, charge and spin ... 29.6 kcal/mol
F_max ... 3.90 eV/Å

Atomic partial charges in e from the natural (NBO) method, atoms 1 to 6: number 1, C, carries -0.0212; number 2, C, carries -0.2798; number 3, C, carries 0.5826; number 4, N, carries -0.1657; number 5, N, carries -0.4661; number 6, O, carries -0.4976



5.
# C3H2N2OS

An isolated molecule of C3H2N2OS in a non-equilibrium geometry (the ωB97M-V functional and the def2-TZVPD basis, the OMol25 dataset).

Cartesian coordinates (Å):
C 0.332 0.934 -0.028
C 0.868 -0.246 -0.019
C 0.884 2.152 -0.551
N 1.140 3.225 -0.847
N 2.352 -0.469 -0.933
O 3.183 -0.984 1.383
S 3.541 -0.815 -0.024
H -0.457 1.208 0.571
H 0.817 -1.048 0.613

Frontier orbital gap ... 9.97 eV
E_LUMO ... -0.99 eV
HOMO energy ... -10.966 eV
DFT total energy ... -698.3387 hartree
Spin multiplicity ... 1
ΔE to the lowest compared entry with this formula, charge and spin ... 64.3 kcal/mol
F_max ... 6.12 eV/Å

Atomic partial charges in e from the natural (NBO) method, atoms 1 to 6: number 1, C, carries -0.3414; number 2, C, carries 0.0922; number 3, C, carries 0.2528; number 4, N, carries -0.2720; number 5, N, carries -0.7663; number 6, O, carries -0.8824



6.
# C3H2N2S

An isolated molecule of C3H2N2S (the ωB97M-V functional and the def2-TZVPD basis, the OMol25 dataset).

Cartesian coordinates (Å):
C -0.305 -0.002 -0.008
C 1.700 0.752 0.002
C 1.699 -0.745 -0.004
H 2.539 1.419 0.034
H 2.575 -1.407 -0.022
N 0.490 1.191 -0.005
N 0.498 -1.194 0.008
S -1.913 -0.001 0.001

Frontier orbital gap ... 7.39 eV
E_LUMO ... -2.11 eV
HOMO energy ... -9.506 eV
SMILES ... S=C1N=CC=N1
DFT total energy ... -623.1616 hartree
Spin multiplicity ... 1
ΔE to the lowest compared entry with this formula, charge and spin ... 7.2 kcal/mol
F_max ... 0.93 eV/Å

Atomic partial charges in e from the natural (NBO) method, atoms 1 to 6: number 1, C, carries 0.0786; number 2, C, carries 0.0451; number 3, C, carries 0.0468; number 4, H, carries 0.2093; number 5, H, carries 0.2108; number 6, N, carries -0.4046



- Look up the spin multiplicity of the fifth one.
  1